Entry 1:
A molecular structure, C57H42F5N10PbS4, computed with ωB97M-V/def2-TZVPD.

The HOMO energy comes out at -9.55 eV. For the LUMO energy, the calculation gives -2.6895 eV. As for the largest force on an atom: 0.01083 Eh/bohr. Its charge is +1. For the HOMO-LUMO gap, the calculation gives 6.864 eV. The calculation puts the energy above the lowest of the compared OMol25 structures with the same formula, charge and spin at 0.000 eV. The total energy is -136853.9672 eV.

Geometry (Å):
Pb1 -0.0589 -1.0958 -0.5641
N1 1.2988 2.2593 -0.6466
S1 1.2142 3.6556 -0.0970
N2 -0.0774 4.3409 -0.7145
S2 -1.4156 4.6901 0.0363
N3 -2.2710 3.6456 0.7218
S3 -2.5004 2.0624 0.1245
N4 -1.3485 1.1917 0.1691
C1 -3.1312 2.3796 -1.5193
C2 -2.2454 2.0869 -2.5450
C3 -2.6345 2.3295 -3.8546
C4 -3.8911 2.8560 -4.1180
C5 -4.7677 3.1425 -3.0781
C6 -4.3918 2.9033 -1.7654
C7 -3.9681 1.6855 1.0582
C8 -4.4890 0.4233 0.8055
C9 -5.6265 0.0153 1.4810
C10 -6.2313 0.8657 2.3966
C11 -5.7010 2.1244 2.6410
C12 -4.5642 2.5473 1.9676
C13 -2.2828 5.5761 -1.2338
C14 -3.4866 6.1460 -0.8343
C15 -4.2214 6.8643 -1.7594
C16 -3.7588 6.9914 -3.0641
C17 -2.5650 6.4009 -3.4493
C18 -1.8096 5.6858 -2.5299
C19 -1.1419 5.9391 1.2600
C20 -0.4730 7.0884 0.8546
C21 -0.2554 8.0865 1.7866
C22 -0.7030 7.9244 3.0943
C23 -1.3659 6.7684 3.4767
C24 -1.5954 5.7565 2.5539
C25 2.5714 4.6556 -0.6383
C26 3.8270 4.3803 -0.1052
C27 4.9344 5.0010 -0.6596
C28 4.7829 5.8684 -1.7335
C29 3.5256 6.1167 -2.2667
C30 2.4066 5.5020 -1.7257
C31 1.1947 3.8364 1.6605
C32 1.8090 4.9204 2.2837
C33 1.7182 5.0275 3.6599
C34 1.0052 4.0802 4.3857
C35 0.3749 3.0231 3.7457
C36 0.4774 2.8791 2.3698
H1 -1.2729 1.6753 -2.2990
H2 -1.9582 2.1033 -4.6689
H3 -4.1955 3.0367 -5.1409
H4 -5.7492 3.5456 -3.2910
H5 -5.0722 3.1109 -0.9486
H6 -4.0078 -0.2357 0.0927
H7 -6.0339 -0.9696 1.2968
H8 -7.1165 0.5426 2.9279
H9 -6.1690 2.7798 3.3630
H10 -4.1376 3.5203 2.1606
H11 -3.8355 6.0343 0.1853
H12 -5.1559 7.3222 -1.4649
H13 -4.3371 7.5536 -3.7853
H14 -2.2175 6.4938 -4.4694
H15 -0.8830 5.2079 -2.8114
H16 -0.1349 7.1988 -0.1691
H17 0.2582 8.9923 1.4945
H18 -0.5327 8.7095 3.8191
H19 -1.7054 6.6465 4.4965
H20 -2.0992 4.8409 2.8300
H21 3.9418 3.6938 0.7245
H22 5.9165 4.7995 -0.2543
H23 5.6518 6.3515 -2.1597
H24 3.4152 6.7867 -3.1086
H25 1.4215 5.6780 -2.1339
H26 2.3443 5.6662 1.7131
H27 2.2020 5.8535 4.1638
H28 0.9371 4.1672 5.4623
H29 -0.1956 2.3047 4.3153
H30 -0.0073 2.0567 1.8492
N5 6.4553 -2.1188 -0.1227
C37 5.5922 -1.3646 -0.1974
C38 4.5117 -0.4192 -0.2901
C39 4.1642 0.1183 -1.5277
C40 3.1261 1.0270 -1.6197
C41 2.4216 1.4058 -0.4785
C42 2.7675 0.8607 0.7583
C43 3.8102 -0.0455 0.8535
H31 4.7008 -0.1904 -2.4145
H32 2.8365 1.4411 -2.5766
H33 2.2061 1.1189 1.6446
H34 4.0666 -0.4756 1.8132
N6 -0.0194 -1.0348 1.7247
C44 -0.0342 -0.8132 2.8612
C45 -0.0010 -0.5134 4.2093
C46 1.2204 -0.6840 4.9091
N7 2.2316 -0.7827 5.4549
C47 -1.1090 0.1451 4.7901
N8 -1.9856 0.7449 5.2445
S4 -2.4740 -2.4435 -0.6264
C48 -1.8774 -3.9929 -1.1072
N9 -1.5464 -4.2371 -2.3731
C49 -0.9418 -5.4868 -2.8452
C50 -0.3013 -6.2094 -1.6723
C51 -1.3069 -6.3053 -0.5384
N10 -1.7740 -4.9611 -0.2131
H35 -1.6786 -3.4725 -3.0133
H36 -0.1991 -5.2355 -3.6008
H37 -1.7084 -6.1075 -3.3141
H38 0.5700 -5.6486 -1.3297
H39 0.0267 -7.2023 -1.9747
H40 -0.8631 -6.7384 0.3559
H41 -2.1600 -6.9238 -0.8297
H42 -1.9573 -4.7017 0.7436
F1 0.0712 -4.0594 1.6395
C52 1.0924 -4.1056 0.7447
C53 1.1699 -3.1796 -0.2723
C54 2.2206 -3.3565 -1.1410
F2 2.3683 -2.4942 -2.1869
C55 3.1578 -4.3707 -1.0421
F3 4.1508 -4.4970 -1.9227
C56 3.0352 -5.2777 -0.0031
F4 3.9066 -6.2723 0.1233
C57 1.9909 -5.1470 0.9010
F5 1.8643 -6.0348 1.8909

Forces on atoms 1 to 6 (eV/Å):
0.252 -0.105 -0.486
0.132 -0.030 0.115
-0.041 -0.090 -0.025
0.043 0.088 -0.061
0.032 0.017 -0.105
-0.082 -0.058 0.075

=====

Entry 2:
A molecular structure, C57H45N11O4P2S2Se2Sr in a non-equilibrium geometry, computed with ωB97M-V/def2-TZVPD.

The HOMO energy comes out at -2.07 eV. For the LUMO energy, the calculation gives 2.8709 eV. As for the largest force on an atom: 0.04804 Eh/bohr. Its charge is -2. For the HOMO-LUMO gap, the calculation gives 4.938 eV. The calculation puts the energy above the lowest of the compared OMol25 structures with the same formula, charge and spin at 0.757 eV. The total energy is -256200.6300 eV.

Geometry (Å):
Sr1 -0.8817 -0.9917 1.7891
C1 2.9366 -4.0426 5.1433
S1 1.8145 -4.9320 4.0551
C2 1.4063 -3.7206 2.7803
S2 2.1103 -2.1981 2.6948
N1 0.5697 -4.3369 1.9683
N2 -0.0375 -3.5278 1.0478
C3 -0.4892 -4.1494 0.0286
C4 -1.3216 -3.4767 -0.9785
C5 -2.0140 -4.2606 -1.9042
C6 -2.8478 -3.6470 -2.8196
C7 -2.9621 -2.2646 -2.8035
C8 -2.2292 -1.5644 -1.8544
N3 -1.4290 -2.1430 -0.9661
H1 3.7583 -4.7035 5.4195
H2 2.4216 -3.6958 6.0380
H3 3.3188 -3.1785 4.5962
H4 -0.2990 -5.2168 -0.0867
H5 -1.8968 -5.3370 -1.8837
H6 -3.3999 -4.2395 -3.5405
H7 -3.5915 -1.7345 -3.5059
H8 -2.2648 -0.4802 -1.8140
N4 -5.5383 -0.2137 1.6063
C9 -5.3659 1.0362 1.0445
C10 -4.1669 0.9836 0.4038
N5 -3.5943 -0.2550 0.5702
C11 -4.4356 -0.9431 1.2977
C12 -4.1704 -2.2993 1.7767
N6 -3.0177 -2.8968 1.6288
C13 -3.1272 -4.1068 2.2719
C14 -4.3704 -4.2351 2.8108
N7 -5.0394 -3.0715 2.4790
H9 -6.2654 -0.4642 2.2513
H10 -6.0909 1.8212 1.1619
H11 -3.6572 1.7612 -0.1425
H12 -2.2846 -4.7785 2.3323
H13 -4.8334 -5.0132 3.3909
H14 -5.9696 -2.8313 2.7694
Se1 -1.0768 3.3414 -4.6366
P1 0.7364 2.6754 -3.7640
C15 1.6074 4.0729 -2.9772
C16 2.1746 5.0730 -3.7656
C17 2.7879 6.1658 -3.1746
C18 2.8208 6.2802 -1.7888
C19 2.2326 5.3035 -0.9996
C20 1.6262 4.2009 -1.5903
C21 1.8635 2.1018 -5.0835
C22 1.2912 1.4635 -6.1855
C23 2.0635 1.1428 -7.2874
C24 3.4196 1.4488 -7.3040
C25 4.0006 2.0612 -6.2069
C26 3.2240 2.3894 -5.1007
C27 0.5644 1.4707 -2.4494
C28 1.2461 0.3805 -1.8673
N8 0.6358 0.1337 -0.6913
N9 -0.3347 1.0164 -0.5473
N10 -0.4275 1.8059 -1.5967
P2 2.5994 -0.7067 -2.3344
Se2 3.0298 -2.3084 -1.0528
C29 4.0504 0.3841 -2.4964
C30 4.0013 1.6764 -1.9898
C31 5.1180 2.5029 -2.0377
C32 6.2968 2.0372 -2.5974
C33 6.3692 0.7276 -3.0637
C34 5.2616 -0.1011 -2.9917
C35 2.1238 -1.3589 -3.9745
C36 3.0422 -1.7147 -4.9555
C37 2.6375 -2.4438 -6.0653
C38 1.3098 -2.8142 -6.2133
C39 0.3819 -2.4429 -5.2487
C40 0.7872 -1.7247 -4.1347
H15 2.1251 4.9961 -4.8453
H16 3.2326 6.9346 -3.7950
H17 3.2965 7.1370 -1.3268
H18 2.2354 5.3910 0.0796
H19 1.1547 3.4495 -0.9699
H20 0.2266 1.2684 -6.1862
H21 1.6066 0.6492 -8.1356
H22 4.0230 1.1967 -8.1684
H23 5.0585 2.2938 -6.2035
H24 3.6862 2.8880 -4.2618
H25 3.0882 2.0360 -1.5395
H26 5.0522 3.5089 -1.6406
H27 7.1682 2.6793 -2.6452
H28 7.3013 0.3443 -3.4612
H29 5.3432 -1.1410 -3.2803
H30 4.0799 -1.4283 -4.8622
H31 3.3643 -2.7132 -6.8228
H32 0.9970 -3.3836 -7.0809
H33 -0.6591 -2.7224 -5.3489
H34 0.0682 -1.4629 -3.3701
C41 -2.0414 4.9770 3.3053
C42 -2.6714 3.7797 2.8917
C43 -1.9261 2.6472 2.7093
C44 -0.5182 2.6056 2.9130
C45 0.1999 1.3724 2.6722
C46 1.5611 1.4889 2.9307
C47 2.2041 2.6782 3.3559
C48 1.4954 3.8313 3.5540
C49 0.0965 3.8210 3.3343
C50 -0.6917 4.9894 3.5201
H35 -2.6271 5.8800 3.4438
H36 -3.7427 3.7622 2.7178
H37 -2.4102 1.7258 2.4095
H38 2.2057 0.6249 2.7816
H39 3.2778 2.6753 3.5298
H40 1.9791 4.7480 3.8808
H41 -0.1964 5.9048 3.8330
O1 -2.6894 -0.5265 3.4298
C51 -2.1440 -1.3814 4.1707
O2 -1.0848 -1.9984 3.9196
C52 -2.8669 -1.7546 5.4558
C53 -2.3895 -2.8066 6.2277
C54 -3.0712 -3.1961 7.3704
C55 -4.2224 -2.5105 7.7139
C56 -4.7117 -1.4498 6.9724
C57 -4.0196 -1.0752 5.8321
N11 -4.9683 -2.9303 8.9270
O3 -4.5080 -3.8430 9.5909
O4 -6.0040 -2.3414 9.1908
H42 -1.4888 -3.3112 5.9013
H43 -2.7292 -4.0150 7.9860
H44 -5.6077 -0.9391 7.2932
H45 -4.3471 -0.2475 5.2158

Forces on atoms 1 to 6 (eV/Å):
1.184 0.636 -2.073
0.024 -0.017 0.007
0.070 0.057 0.024
0.097 -0.243 -0.111
-0.332 -0.060 0.017
-0.114 0.304 0.072

=====

Entry 3:
A molecular structure, C57H45N11O4P2S2Se2Sr in a non-equilibrium geometry, computed with ωB97M-V/def2-TZVPD.

The HOMO energy comes out at -2.14 eV. For the LUMO energy, the calculation gives 2.8455 eV. As for the largest force on an atom: 0.04535 Eh/bohr. Its charge is -2. For the HOMO-LUMO gap, the calculation gives 4.987 eV. The calculation puts the energy above the lowest of the compared OMol25 structures with the same formula, charge and spin at 0.720 eV. The total energy is -256200.6671 eV.

Geometry (Å):
Sr1 -1.6560 0.1784 -0.7012
C1 -3.6256 -5.6188 0.8012
S1 -4.6713 -4.2258 1.2575
C2 -3.4670 -2.8834 1.3792
S2 -1.8255 -3.1678 1.5967
N1 -4.1372 -1.7655 1.3823
N2 -3.4944 -0.5980 1.1912
C3 -4.0597 0.4009 1.7614
C4 -3.6892 1.7889 1.4961
C5 -4.5264 2.7969 1.9822
C6 -4.2327 4.1167 1.7179
C7 -3.1059 4.4137 0.9700
C8 -2.3264 3.3576 0.5254
N3 -2.5931 2.0787 0.7759
H1 -4.0995 -6.5277 1.1694
H2 -2.6527 -5.4848 1.2775
H3 -3.5047 -5.6679 -0.2795
H4 -4.9161 0.2286 2.4145
H5 -5.4024 2.5234 2.5554
H6 -4.8756 4.9059 2.0896
H7 -2.8309 5.4325 0.7345
H8 -1.4517 3.5475 -0.0762
N4 0.9668 4.2177 -1.0409
C9 0.9925 4.7660 0.2234
C10 1.1111 3.7101 1.0772
N5 1.1579 2.5335 0.3753
C11 1.0707 2.8664 -0.8858
C12 1.0905 1.9467 -2.0138
N6 0.6305 0.7273 -2.0171
C13 0.8558 0.2405 -3.2770
C14 1.4477 1.1929 -4.0490
N7 1.5987 2.2892 -3.2276
H9 0.7422 4.7009 -1.8941
H10 0.9070 5.8241 0.3893
H11 1.1378 3.7095 2.1536
H12 0.5450 -0.7560 -3.5388
H13 1.7641 1.1948 -5.0750
H14 2.0506 3.1538 -3.4698
Se1 4.4251 -1.5679 4.0398
P1 3.7706 -1.8435 2.0441
C15 4.9186 -1.0717 0.8404
C16 4.6999 -1.2146 -0.5320
C17 5.5915 -0.6564 -1.4342
C18 6.6996 0.0486 -0.9794
C19 6.9126 0.1984 0.3820
C20 6.0258 -0.3655 1.2909
C21 3.7737 -3.6168 1.6440
C22 2.6452 -4.3689 1.9590
C23 2.6556 -5.7407 1.7748
C24 3.7919 -6.3689 1.2804
C25 4.9175 -5.6207 0.9695
C26 4.9102 -4.2448 1.1535
C27 2.1433 -1.3265 1.5305
C28 1.1019 -0.5122 1.9628
N8 0.1494 -0.5949 1.0218
N9 0.5942 -1.3674 0.0490
N10 1.7840 -1.8374 0.3307
P2 0.9293 0.4311 3.4742
Se2 -0.7505 1.6876 3.6838
C29 2.4495 1.4226 3.5875
C30 2.7374 2.0799 4.7833
C31 3.8645 2.8767 4.8889
C32 4.6933 3.0580 3.7873
C33 4.3807 2.4496 2.5826
C34 3.2658 1.6283 2.4825
C35 0.9706 -0.8501 4.7615
C36 1.8923 -0.9392 5.7946
C37 1.8052 -1.9813 6.7086
C38 0.8106 -2.9392 6.5851
C39 -0.1116 -2.8530 5.5488
C40 -0.0365 -1.8084 4.6441
H15 3.8179 -1.7397 -0.8755
H16 5.4161 -0.7691 -2.4965
H17 7.3954 0.4813 -1.6885
H18 7.7709 0.7530 0.7412
H19 6.1788 -0.2632 2.3592
H20 1.7521 -3.8773 2.3252
H21 1.7691 -6.3166 2.0056
H22 3.7948 -7.4410 1.1260
H23 5.8035 -6.1070 0.5800
H24 5.7901 -3.6601 0.9117
H25 2.0568 1.9842 5.6204
H26 4.0920 3.3679 5.8267
H27 5.5756 3.6810 3.8688
H28 5.0078 2.6031 1.7132
H29 3.0142 1.1674 1.5362
H30 2.7011 -0.2260 5.8772
H31 2.5372 -2.0557 7.5026
H32 0.7631 -3.7626 7.2879
H33 -0.8884 -3.5965 5.4248
H34 -0.7592 -1.7538 3.8343
C41 -2.2125 -1.2943 -6.9119
C42 -2.2410 -0.1744 -6.0500
C43 -2.1366 -0.3506 -4.6972
C44 -2.0012 -1.6314 -4.0939
C45 -1.8544 -1.7425 -2.6625
C46 -1.7278 -3.0535 -2.2278
C47 -1.7682 -4.1862 -3.0759
C48 -1.8955 -4.0481 -4.4298
C49 -1.9982 -2.7499 -4.9797
C50 -2.0923 -2.5482 -6.3821
H35 -2.2786 -1.1560 -7.9855
H36 -2.3473 0.8220 -6.4655
H37 -2.1272 0.5101 -4.0372
H38 -1.5743 -3.2510 -1.1712
H39 -1.6917 -5.1791 -2.6425
H40 -1.9149 -4.9107 -5.0893
H41 -2.0610 -3.4168 -7.0330
O1 -3.5969 1.0457 -1.6167
C51 -3.1025 2.0150 -2.2251
O2 -1.8790 2.2856 -2.3162
C52 -4.0663 2.9706 -2.8968
C53 -3.7128 3.5978 -4.0862
C54 -4.5911 4.4694 -4.7063
C55 -5.8113 4.7183 -4.1008
C56 -6.1860 4.1096 -2.9143
C57 -5.3074 3.2198 -2.3216
N11 -6.7397 5.6666 -4.7382
O3 -6.3948 6.1831 -5.7959
O4 -7.8046 5.8924 -4.1756
H42 -2.7410 3.3921 -4.5131
H43 -4.3483 4.9547 -5.6404
H44 -7.1520 4.3280 -2.4826
H45 -5.5687 2.7048 -1.4071

Forces on atoms 1 to 6 (eV/Å):
1.446 -1.809 0.273
-0.070 0.008 0.108
0.090 -0.035 -0.024
0.115 -0.133 0.174
0.056 0.123 -0.024
-0.489 -0.105 -0.167

=====

Entry 4:
A molecular structure, C57H47N9P2SbSn in a non-equilibrium geometry, computed with ωB97M-V/def2-TZVPD.

The HOMO energy comes out at -4.12 eV. For the LUMO energy, the calculation gives 2.2539 eV. As for the largest force on an atom: 0.02077 Eh/bohr. Its charge is -1. For the HOMO-LUMO gap, the calculation gives 6.374 eV. The total energy is -104226.7932 eV.

Geometry (Å):
Sn1 -0.3850 0.3536 0.1691
C1 -4.3845 2.0965 -3.2562
C2 -5.2845 1.5760 -2.3336
C3 -4.9829 0.4171 -1.6232
C4 -3.7471 -0.1609 -1.8444
C5 -3.1400 -1.4537 -1.4555
N1 -3.4357 -1.9702 -0.1557
C6 -3.4941 -0.8468 0.7749
C7 -4.6090 -0.3842 1.4676
C8 -5.8409 -0.9623 1.8572
C9 -6.7526 -0.1798 2.5111
C10 -6.4898 1.1890 2.7999
C11 -5.3174 1.7779 2.4087
C12 -4.3599 0.9995 1.7280
C13 -3.1274 1.3193 1.1169
N2 -2.7019 2.6247 0.8714
C14 -1.9511 2.9081 -0.1350
N3 -1.2600 2.0220 -0.9408
C15 -0.8163 2.6669 -2.0851
N4 -0.3031 2.2490 -3.1878
C16 0.0524 0.9638 -3.6301
N5 -0.7247 -0.3460 -3.8713
C17 0.3758 -0.2985 -2.8694
N6 -0.4400 -0.5369 -1.7420
C18 -1.6192 -0.5264 -2.6938
N7 -2.1857 -1.8539 -2.2087
C19 -2.8151 0.4011 -2.6919
C20 -3.1400 1.5022 -3.4591
C21 1.7288 -0.3516 -3.5387
C22 2.9422 -0.9796 -3.6224
C23 3.8377 -0.4553 -4.5778
C24 3.5005 0.6198 -5.3788
C25 2.2436 1.2526 -5.2795
C26 1.3820 0.7372 -4.3530
C27 -1.1015 4.1195 -1.8964
C28 -0.8099 5.2146 -2.6875
C29 -1.1887 6.4702 -2.2264
C30 -1.8675 6.6167 -1.0156
C31 -2.1853 5.5089 -0.2387
C32 -1.7806 4.2666 -0.6924
N8 -2.6014 0.1846 0.5908
H1 -4.6548 2.9740 -3.8312
H2 -6.2402 2.0621 -2.1790
H3 -5.7013 -0.0228 -0.9432
H4 -6.0509 -2.0044 1.6456
H5 -7.7015 -0.6052 2.8172
H6 -7.2353 1.7663 3.3337
H7 -5.1121 2.8225 2.6108
H8 -2.4526 1.9089 -4.1867
H9 3.2208 -1.8173 -2.9962
H10 4.8182 -0.9062 -4.6779
H11 4.2248 0.9915 -6.0939
H12 2.0067 2.1238 -5.8780
H13 -0.2962 5.0822 -3.6321
H14 -0.9586 7.3500 -2.8153
H15 -2.1490 7.6079 -0.6821
H16 -2.7333 5.5962 0.6917
C33 0.7642 0.6160 5.6728
P1 0.7790 1.2737 3.9466
C34 -0.8705 2.0859 3.9250
C35 1.8784 2.7448 4.2296
C36 1.9621 3.7003 3.0194
P2 1.5845 2.8833 1.3964
C37 3.1306 1.9206 1.1411
C38 1.9021 4.3022 0.2627
H17 0.4292 1.3611 6.3996
H18 1.7657 0.2735 5.9394
H19 0.0912 -0.2421 5.7101
H20 -0.9759 2.7936 4.7519
H21 -1.6444 1.3199 4.0063
H22 -1.0239 2.6026 2.9745
H23 2.8701 2.3378 4.4451
H24 1.5432 3.2867 5.1191
H25 2.9478 4.1736 2.9699
H26 1.2174 4.4940 3.1234
H27 4.0155 2.5511 1.2558
H28 3.1274 1.4870 0.1386
H29 3.1673 1.0953 1.8563
H30 2.8765 4.7660 0.4391
H31 1.1133 5.0479 0.3813
H32 1.8557 3.9398 -0.7672
C39 5.5414 -1.2771 1.8823
C40 4.5041 -1.5080 2.7765
C41 3.2840 -1.9856 2.3177
C42 3.0748 -2.2593 0.9646
C43 4.1164 -1.9919 0.0773
C44 5.3406 -1.5108 0.5294
Sb1 1.0937 -2.9375 0.3498
C45 1.7091 -3.8747 -1.4822
C46 2.9221 -4.5525 -1.6245
C47 3.2771 -5.1087 -2.8457
C48 2.4226 -4.9942 -3.9387
C49 1.2104 -4.3348 -3.8030
C50 0.8530 -3.7794 -2.5790
C51 1.1687 -4.7247 1.5671
C52 1.3550 -6.0098 1.0660
C53 1.3353 -7.1121 1.9143
C54 1.1181 -6.9451 3.2743
C55 0.9025 -5.6716 3.7834
C56 0.9187 -4.5752 2.9326
H33 6.4974 -0.9128 2.2389
H34 4.6458 -1.3075 3.8321
H35 2.4802 -2.1390 3.0300
H36 3.9775 -2.1526 -0.9845
H37 6.1372 -1.3157 -0.1795
H38 3.5948 -4.6399 -0.7789
H39 4.2213 -5.6318 -2.9463
H40 2.7045 -5.4207 -4.8940
H41 0.5456 -4.2361 -4.6531
H42 -0.1003 -3.2661 -2.4765
H43 1.5067 -6.1632 0.0051
H44 1.4833 -8.1058 1.5078
H45 1.0981 -7.8059 3.9325
H46 0.7024 -5.5352 4.8397
H47 0.7086 -3.5897 3.3376
N9 -2.2705 -4.0354 0.6485
C57 -2.7922 -3.0855 0.2537

Forces on atoms 1 to 6 (eV/Å):
-0.095 -0.123 -0.193
0.016 -0.026 0.009
0.028 -0.019 0.038
-0.059 -0.057 0.004
-0.191 -0.009 0.052
0.127 -0.162 0.067